230
Properties=species:S:1:pos:R:3:forces:R:3:mulliken_charge:R:1 method="wB97M-V/def2-TZVPD" smiles=COC[C@H](C)N.COC[C@H](C)N.COC[C@H](C)N.COC[C@H](C)N.COCCNCCOC.COCCNCCOC.COCCNCCOC.COCCNCCOC.COCCNCCOC.COCCNCCOC.CCO.CCO e_tot_ev=-112176.6885 charge=0 orbital_gap_ev=8.841
C 1.9551 0.1830 -0.8688 -1.16 -0.91 0.77 -1.1910
C 0.9412 0.9902 -1.6749 0.31 0.79 1.18 1.8349
C -0.2499 1.6991 -0.8907 0.88 -1.62 0.95 -1.5650
O -0.9794 0.7004 -0.1695 -0.18 0.41 0.39 0.8775
C -2.1786 0.2634 -0.7354 0.26 0.47 -0.30 -0.8232
N 1.8054 1.9752 -2.2551 -0.34 1.52 -1.56 -0.5998
H 2.6173 -0.3694 -1.5355 -0.02 0.31 -0.14 0.1275
H 1.4680 -0.5775 -0.2584 0.04 0.02 0.16 -0.2754
H 2.5381 0.8607 -0.2451 0.04 -0.12 0.20 0.1230
H 0.5115 0.3193 -2.4188 -0.19 0.07 -0.23 -0.6299
H -0.8893 2.3453 -1.4921 -0.12 -0.29 -0.55 0.5548
H 0.0577 2.3291 -0.0560 0.85 0.24 -0.46 0.2882
H -2.8488 1.0866 -0.9830 -0.04 0.36 -0.16 0.2976
H -2.7185 -0.3046 0.0223 0.15 -0.55 -0.18 -0.1788
H -1.9143 -0.2545 -1.6573 -0.58 -0.61 -0.13 0.4002
H 2.6414 2.1955 -1.7329 -0.10 -0.25 0.21 0.2033
H 1.3223 2.8589 -2.3308 0.04 0.25 -0.41 0.3647
C -0.2291 -5.3396 -2.7722 -0.35 -2.10 1.20 -1.5218
C 0.4201 -4.4809 -1.6854 -1.94 -1.06 -1.97 0.9515
C 1.8852 -4.7591 -1.6155 1.71 0.08 0.61 -0.3175
O 2.1389 -6.1666 -1.6686 0.51 0.30 0.36 -0.4040
C 3.5048 -6.5578 -1.5088 -0.89 -1.69 0.53 -0.8329
N 0.0522 -3.1762 -2.1621 0.97 2.47 -0.05 -0.1258
H -1.2976 -5.1247 -2.7566 0.00 0.26 -0.42 0.2263
H -0.1821 -6.3953 -2.5049 0.22 -0.26 -0.28 0.4376
H 0.2465 -5.1927 -3.7419 -0.14 0.14 0.00 0.3197
H -0.0966 -4.6368 -0.7383 0.36 -0.26 0.20 0.2511
H 2.2532 -4.2628 -0.7175 0.27 -0.39 0.71 0.2098
H 2.5611 -4.3306 -2.3556 -0.69 0.52 -0.83 -0.1911
H 3.5206 -7.6366 -1.6637 -0.32 -0.17 -0.76 0.3798
H 3.8068 -6.6325 -0.4641 0.22 1.28 0.32 0.3362
H 4.2660 -6.1676 -2.1844 -0.28 0.72 0.03 0.2516
H 0.1156 -3.2511 -3.1673 0.47 0.44 -0.39 -0.0604
H -0.9364 -2.9926 -2.0674 -0.20 -0.31 0.66 0.0419
C -7.4519 -0.9390 0.1445 -0.23 -0.04 0.23 -1.3655
C -7.1019 -0.7311 1.6267 -0.74 -1.48 0.86 0.8965
C -7.3110 -1.9466 2.5638 -0.38 -0.02 -1.22 -0.6771
O -8.7347 -2.2450 2.6132 2.13 -0.60 0.34 -0.4339
C -9.3989 -1.5521 3.6253 -1.41 -1.40 0.21 -0.7588
N -5.7953 -0.2043 1.8684 0.75 1.26 -1.29 0.1598
H -7.4266 -0.0129 -0.4298 -0.15 0.36 0.32 0.2936
H -8.4546 -1.3594 0.0670 -0.01 -0.06 -0.09 0.5037
H -6.7598 -1.5632 -0.4207 0.22 -0.48 0.39 0.1489
H -7.8498 -0.0820 2.0823 -0.07 0.72 -0.45 -0.0218
H -6.8130 -1.7213 3.5069 -0.73 0.40 0.57 0.3431
H -6.7412 -2.8290 2.2727 -0.39 -0.33 -0.64 0.2691
H -9.6657 -0.5660 3.2452 0.10 0.30 1.02 0.3129
H -9.0668 -1.7746 4.6393 1.62 1.33 0.14 0.2731
H -10.2805 -2.1430 3.8735 -1.07 0.23 -1.17 0.3320
H -5.0436 -0.8596 2.0287 -0.28 -1.06 0.77 0.4320
H -5.4943 0.0842 0.9484 0.18 1.02 -0.25 -0.3289
C 4.5921 6.1831 -0.9607 1.33 1.03 -0.41 -1.6224
C 4.4887 5.1141 0.0803 -0.45 0.05 0.29 0.4016
C 4.5872 5.6137 1.5389 0.62 -0.24 -0.17 -0.8037
O 4.3354 4.5167 2.4120 -0.32 1.27 1.79 -0.1203
C 4.0264 4.9871 3.7721 0.29 -1.93 0.48 -0.8186
N 3.2032 4.5144 -0.1315 -0.30 -0.73 -0.57 -0.3520
H 5.5799 6.6174 -0.8069 0.02 0.61 -0.29 0.4170
H 3.8399 6.9719 -0.9711 -0.13 0.01 0.64 0.3425
H 4.5695 5.8173 -1.9873 0.07 -0.52 0.19 0.3812
H 5.2852 4.4042 -0.1425 0.01 -0.24 0.32 0.3063
H 3.8861 6.4202 1.7539 -0.42 0.11 -0.30 0.3794
H 5.5709 6.0267 1.7619 0.33 0.04 -0.07 0.3556
H 2.9944 5.2794 3.9660 -0.03 0.40 -0.75 0.1906
H 4.7232 5.6050 4.3385 0.39 1.07 -1.22 0.4118
H 4.1526 4.1457 4.4533 -0.30 -0.83 -0.50 0.2908
H 2.5716 5.2699 0.0929 -0.81 -0.48 0.18 0.2729
H 3.0759 3.6963 0.4470 -0.28 0.28 0.35 -0.0490
C -1.8161 0.9191 4.7221 -0.97 -0.69 0.70 0.1884
O -3.1366 0.9807 4.2176 -2.20 -0.55 0.13 -0.0495
C -4.1273 -0.0088 4.6824 1.21 -0.57 -0.62 -0.8107
C -3.7510 -1.4698 4.2498 0.05 0.36 -0.39 -1.0866
N -3.4782 -1.6476 2.7716 -1.76 0.97 2.84 0.5470
C -2.8755 -2.8983 2.4293 0.39 0.48 -0.08 -0.6673
C -1.4642 -3.0695 2.9836 -0.72 -1.18 -1.18 -0.8629
O -0.8097 -1.8677 2.8856 1.82 1.22 1.45 -0.2854
C -0.0475 -1.6143 1.7186 -0.86 -0.53 -0.23 0.0897
H -1.4226 -0.0644 4.4653 1.01 0.49 -0.72 0.0362
H -1.7480 0.9105 5.8099 -0.48 0.25 0.48 0.3646
H -1.3871 1.8710 4.4092 0.72 -0.61 -0.45 -0.4795
H -5.1269 0.2357 4.3233 0.44 0.51 -0.50 0.2598
H -4.2008 -0.0013 5.7699 0.30 0.04 0.22 0.4489
H -4.5241 -2.1781 4.5474 -0.50 0.18 -0.08 0.5607
H -2.9342 -1.7603 4.9104 0.69 -0.10 -0.33 0.4406
H -3.0628 -0.7616 2.5215 0.93 -0.41 -0.59 -0.3160
H -2.8608 -2.9229 1.3397 0.12 -0.32 -0.10 -0.1120
H -3.4644 -3.7443 2.7837 -0.42 0.09 -0.10 0.5436
H -1.0645 -3.8571 2.3449 0.73 -0.14 -0.05 0.3894
H -1.4625 -3.4947 3.9873 0.11 0.52 0.27 0.4146
H 0.3958 -0.6185 1.7101 -0.60 0.09 0.33 -0.3304
H -0.8023 -1.7310 0.9410 0.68 0.27 -0.90 0.1371
H 0.7921 -2.2930 1.5681 -0.09 -0.50 0.13 0.3632
C 4.5207 0.3342 2.8582 -0.16 -2.04 -0.91 -0.3174
O 4.4686 -0.7536 3.7995 0.80 -0.73 1.22 -0.4420
C 4.9323 -2.1007 3.3476 1.65 2.18 -0.87 -0.1526
C 6.4846 -2.2002 3.0925 -0.60 1.12 -0.63 -0.9260
N 7.2847 -1.7849 4.1801 -0.98 -0.43 1.86 -0.1319
C 8.6388 -2.0834 4.0117 2.48 0.23 1.22 -0.8112
C 9.3301 -1.7871 5.3718 0.24 0.02 -0.11 -0.6757
O 9.3229 -0.3863 5.6313 -0.02 0.00 -0.11 -0.3055
C 9.8216 0.0650 6.8815 -0.42 0.19 -0.15 -0.7848
H 5.5308 0.6352 2.5807 0.13 -0.04 0.12 0.2790
H 3.9347 1.2218 3.0970 0.05 -0.33 0.92 0.1075
H 4.0222 -0.1124 1.9979 0.11 0.45 -0.83 0.1380
H 4.4292 -2.2061 2.3864 -0.18 -0.81 0.05 -0.0805
H 4.7859 -2.8867 4.0885 -1.00 0.60 0.17 0.3746
H 6.8253 -1.6243 2.2321 -0.53 0.20 -0.85 0.4430
H 6.8508 -3.2064 2.8885 -0.81 -0.44 -0.14 0.5311
H 7.2379 -0.8254 4.4920 -0.64 0.11 -0.25 0.2591
H 9.0483 -1.5511 3.1532 0.63 0.51 -0.05 0.4233
H 8.9280 -3.1137 3.8048 -0.80 -0.48 0.04 0.3880
H 10.3230 -2.2173 5.5031 0.59 0.30 -0.68 0.5077
H 8.7858 -2.3734 6.1122 -0.66 0.34 0.28 0.3126
H 10.8767 -0.1550 7.0438 0.05 -0.47 -0.02 0.3002
H 9.1928 -0.2659 7.7081 0.13 -0.48 0.14 0.3206
H 9.7498 1.1519 6.9214 -0.10 0.05 -0.45 0.2468
C -6.0527 6.3623 5.0753 1.31 -0.63 0.59 -0.6000
O -4.8231 6.4899 5.8795 -2.42 0.00 -1.03 -0.3911
C -3.6066 6.3758 5.1950 1.50 -0.66 1.61 -0.4398
C -2.8936 5.0657 5.6833 -0.10 0.73 -0.06 -0.2737
N -1.4939 5.0122 5.2174 -1.23 -0.30 -0.20 -0.4440
C -1.4854 4.7975 3.7906 2.61 0.03 -0.52 0.1766
C 0.0269 4.7816 3.2118 -3.03 0.34 -0.27 -1.1442
O 0.7707 3.6064 3.4477 0.01 -0.11 -0.61 -0.4007
C 0.9036 2.6865 2.3167 -0.15 0.98 1.33 0.5245
H -6.2419 7.2202 4.4301 0.15 0.20 0.16 0.2648
H -6.8949 6.1754 5.7415 0.22 0.38 0.22 0.2901
H -5.9937 5.4678 4.4552 0.19 -0.08 -0.22 0.2211
H -2.9983 7.1899 5.5891 0.22 0.25 -0.42 0.2637
H -3.6111 6.4141 4.1057 -0.62 0.11 0.02 0.2756
H -3.5476 4.2529 5.3677 0.17 -0.57 -0.36 0.0555
H -2.8753 5.0015 6.7712 -0.17 0.45 0.04 0.4957
H -1.0482 4.2007 5.6212 0.14 -0.05 0.36 0.3645
H -1.9854 5.6248 3.2870 0.12 0.05 -0.03 0.4201
H -1.9780 3.8832 3.4598 -0.15 -0.29 0.08 -0.2639
H 0.4892 5.7165 3.5286 0.55 -0.36 0.49 0.5100
H -0.2703 4.9811 2.1822 0.90 -0.54 -0.77 0.2974
H 1.4353 3.1754 1.5004 -0.11 0.03 -0.03 -0.2254
H -0.0774 2.3306 2.0018 -0.04 -0.05 -0.06 -0.1015
H 1.4955 1.8521 2.6931 -0.08 0.02 -0.06 0.0353
C -0.0480 0.4534 -5.8430 -0.91 -1.33 -0.24 -0.4530
O -0.5032 -0.7807 -6.4863 -0.52 0.74 2.00 -0.3983
C -1.2875 -1.6189 -5.5397 0.70 -1.20 -3.63 0.3999
C -1.2549 -3.0185 -6.2759 0.00 0.67 1.36 -1.4343
N 0.0271 -3.6939 -6.1660 -0.84 0.61 0.04 -0.0424
C 1.0556 -3.0680 -6.9872 0.25 -1.56 0.51 -0.2670
C 2.1513 -4.0937 -7.0883 0.49 0.36 -0.24 -0.7794
O 1.8067 -5.1317 -8.0399 0.67 1.89 0.97 -0.3484
C 2.7621 -6.1432 -7.9916 -0.15 -1.20 -0.36 -0.6888
H 0.7079 0.1873 -5.1042 0.29 0.31 -0.04 0.2121
H -0.8983 0.8914 -5.3203 -0.04 0.26 0.10 0.0793
H 0.2972 1.1576 -6.6000 0.16 -0.29 0.04 0.3479
H -2.3394 -1.3444 -5.6183 -0.04 0.59 0.56 0.0615
H -0.8895 -1.6737 -4.5264 0.12 0.23 -0.05 0.0638
H -1.5186 -2.9026 -7.3271 -0.27 0.50 -0.13 0.5150
H -2.0175 -3.6508 -5.8212 -0.08 -0.10 0.13 0.4815
H -0.1370 -4.6294 -6.5095 0.28 -0.27 -0.07 0.2491
H 1.3799 -2.1487 -6.4995 0.16 -0.17 -0.29 0.2440
H 0.7887 -2.8952 -8.0298 -0.52 0.50 -0.10 0.2996
H 2.3694 -4.5808 -6.1378 -0.16 0.03 0.28 0.2745
H 3.0295 -3.4970 -7.3346 0.58 -0.54 -0.66 0.4425
H 2.2477 -6.9561 -8.5041 0.46 -0.46 0.24 0.2598
H 3.0687 -6.4017 -6.9780 -0.51 -0.26 0.37 0.2845
H 3.7292 -5.9939 -8.4715 -0.06 0.75 -0.59 0.2908
C 8.0221 -6.3709 -4.0383 0.14 -1.47 -1.07 -0.8813
O 7.5288 -5.0775 -4.0504 -0.67 0.74 1.45 -0.2635
C 8.2353 -4.0413 -4.7141 -0.19 1.26 0.38 -0.8538
C 7.6464 -2.6033 -4.1029 1.09 -2.39 -1.06 -0.3456
N 6.3119 -2.2948 -4.5821 0.83 0.05 1.03 -0.3979
C 5.6080 -1.4372 -3.5813 -1.10 -1.78 -0.33 -1.0948
C 5.0843 -2.0895 -2.2815 0.31 -0.89 0.31 0.9323
O 6.0783 -2.5125 -1.3193 -0.88 -0.34 -0.34 -0.4867
C 5.5443 -3.4958 -0.3871 1.38 1.45 -0.42 -0.1530
H 8.6271 -6.8276 -3.2550 0.55 1.37 0.99 0.3443
H 8.6203 -6.5723 -4.9270 -0.19 -0.11 -0.45 0.3357
H 7.1873 -7.0698 -3.9851 -0.41 0.17 -0.60 0.2694
H 8.1241 -4.2592 -5.7763 -0.25 0.71 -0.38 0.4073
H 9.3046 -4.1346 -4.5246 0.16 0.31 0.34 0.4805
H 8.1937 -1.6857 -4.3183 0.96 -0.52 0.14 0.4016
H 7.6788 -2.9003 -3.0547 -0.02 0.58 0.28 0.1731
H 5.9309 -3.2110 -4.7703 -1.21 0.19 0.35 0.2610
H 4.6789 -1.2762 -4.1283 -0.18 1.04 0.27 0.4127
H 6.1573 -0.5259 -3.3451 0.09 -0.05 -0.47 0.4564
H 4.4610 -2.9348 -2.5734 0.26 -0.66 -0.27 0.0094
H 4.3208 -1.4942 -1.7808 0.28 0.80 0.09 -0.0617
H 6.3561 -3.6515 0.3234 0.07 -0.24 -0.08 0.2178
H 5.3210 -4.4314 -0.8998 -0.42 0.12 0.11 0.0980
H 4.7539 -3.0310 0.2023 -0.57 -0.36 -0.26 -0.0042
C -4.3918 8.2124 -0.4555 0.10 -1.10 -0.69 -0.5053
O -5.7763 8.3704 -0.3636 -2.15 -0.89 1.02 -0.4118
C -6.5182 7.2900 0.3168 1.49 -0.43 -0.17 -0.6098
C -6.7643 5.9323 -0.4197 0.33 1.93 -0.98 -0.3184
N -5.5612 5.4533 -1.0988 -0.30 -0.95 -0.20 -0.1584
C -5.5339 3.9947 -1.3837 0.30 0.99 0.32 -1.3794
C -5.1386 3.2048 -0.1647 -0.53 -0.69 -0.53 0.7004
O -3.8721 3.6003 0.2641 0.61 0.41 -0.42 -0.4360
C -3.3714 2.8120 1.3151 0.10 0.00 -0.01 0.8233
H -3.9349 9.1567 -0.7514 -0.11 0.01 0.31 0.2584
H -4.1997 7.4701 -1.2303 0.37 0.17 -0.32 0.3041
H -3.9538 7.7757 0.4420 0.11 0.40 0.48 0.1460
H -7.4316 7.6786 0.7669 -0.13 0.31 -0.67 0.4145
H -5.9613 6.9464 1.1885 0.66 0.40 0.32 0.2522
H -7.4788 6.1124 -1.2230 -0.41 -0.23 0.11 0.3767
H -7.2067 5.2938 0.3449 0.00 -0.39 0.08 0.2900
H -4.7120 5.6276 -0.5805 -0.07 0.12 0.32 0.1777
H -4.7797 3.8193 -2.1510 0.13 0.05 -0.07 0.2893
H -6.4579 3.5904 -1.7970 -0.23 0.36 0.15 0.3213
H -5.1300 2.1677 -0.5001 0.11 -0.49 0.20 -0.0764
H -5.8793 3.2719 0.6321 -0.15 0.16 0.27 0.2328
H -2.2817 2.8223 1.2930 0.05 0.25 -0.06 -0.5565
H -3.6637 1.7724 1.1676 -0.22 -0.10 0.38 -0.4563
H -3.7159 3.2215 2.2647 -0.11 -0.41 0.21 0.2208
C -4.2810 1.2876 -4.2379 -0.50 0.43 1.00 -0.9876
C -5.0052 0.3703 -3.2554 2.40 -1.01 -0.18 0.3766
O -6.0951 0.9249 -2.5921 -0.72 -0.11 -0.45 -0.3709
H -3.6627 0.6945 -4.9118 -0.32 0.23 -0.34 0.1831
H -3.6369 2.0158 -3.7451 0.09 -0.05 0.20 0.1623
H -5.0921 1.8802 -4.6609 0.30 -0.08 -0.89 0.3899
H -4.3083 -0.0165 -2.5117 0.19 0.19 0.30 -0.6065
H -5.2357 -0.5353 -3.8165 -0.68 -0.12 -0.07 0.5952
H -6.8066 0.5787 -3.1356 -0.77 0.47 0.43 0.3138
C -5.5712 -4.6604 -1.7914 -0.50 -1.52 -0.11 -1.3583
C -4.4149 -3.8055 -2.1682 0.58 3.02 0.18 0.8534
O -3.2970 -3.8057 -1.2864 0.90 -1.49 0.54 -0.4633
H -6.3468 -4.6795 -2.5570 -0.11 0.72 -0.08 0.4110
H -6.0216 -4.4316 -0.8255 0.12 0.36 -0.08 0.1762
H -5.3659 -5.7305 -1.7626 0.68 -0.08 0.22 0.3935
H -4.6810 -2.7506 -2.1003 -1.08 0.19 -0.27 -0.4071
H -4.0428 -3.8126 -3.1927 -0.12 -1.09 -0.19 0.1768
H -3.1140 -2.9464 -0.8993 -0.43 0.04 -0.19 0.0906

=====

12
Properties=species:S:1:pos:R:3:forces:R:3:mulliken_charge:R:1 method="wB97M-V/def2-TZVPD" e_tot_ev=-9804.9206 charge=-1 relative_energy_kj_mol=123.5 orbital_gap_ev=8.377
C 0.8964 -1.9447 -0.3731 3.55 0.66 -1.60 -0.6826
N 0.4645 -1.0580 0.6406 -2.17 2.45 2.39 -0.2212
C -0.3766 0.0584 0.1168 0.93 0.20 -1.34 0.4778
O -0.0413 0.3976 -1.1023 -1.55 -0.49 3.19 -0.7149
O -1.2735 0.5318 0.9030 1.92 -0.44 -1.33 -0.8072
H 0.1019 -2.0616 -1.0531 -1.23 -0.90 -0.80 0.2416
H 1.5722 -1.2472 -1.0526 -0.57 -1.76 1.04 0.1895
H 1.4471 -2.9470 -0.2077 -1.00 1.74 0.54 0.2701
H 0.4334 -1.0373 1.6942 0.18 -1.09 -2.07 0.2516
H -0.8970 3.2450 -0.5417 0.63 -0.09 -2.21 0.3046
H -1.1735 2.5606 0.6628 -0.28 0.88 0.19 0.3953
O -1.1535 3.5022 0.3133 -0.40 -1.15 2.02 -0.7046

=====

8
Properties=species:S:1:pos:R:3:forces:R:3:mulliken_charge:R:1 method="wB97M-V/def2-TZVPD" e_tot_ev=-28648.3674 charge=0 relative_energy_kj_mol=177.8 orbital_gap_ev=9.514
C 0.1396 1.1419 0.2152 3.78 -2.78 -0.85 -0.2286
N -0.2571 -1.0609 -0.9552 0.63 -0.76 2.41 -0.4660
F 1.4974 1.4495 -0.4678 -3.32 -0.88 1.12 -0.3195
S -0.9204 0.2582 -1.0225 0.09 2.35 0.39 0.3454
Cl -2.6505 0.3660 0.3117 0.62 -0.12 -0.35 -0.2455
H 0.4133 0.3839 1.0194 -0.56 0.94 -1.15 0.2812
H -0.1493 2.0478 0.5748 -1.18 2.53 0.79 0.3476
H 0.0746 -1.4838 -1.7538 -0.07 -1.28 -2.36 0.2852